Here is a molecular structure, C54H45GeN5O3S4Tc in a non-equilibrium geometry from OMol25. Energies are from ωB97M-V with the def2-TZVPD basis set.

Geometry as XYZ:
```
113
C54H45GeN5O3S4Tc, DFT ωB97M-V with the def2-TZVPD basis set
Tc -0.281 0.248 -0.442
O 0.136 -1.285 -1.478
C 1.184 -2.129 -1.444
C 1.583 -2.762 -2.616
C 2.582 -3.713 -2.582
C 3.162 -4.086 -1.369
C 2.765 -3.460 -0.213
C 1.796 -2.448 -0.228
C 1.391 -1.850 1.024
N 0.605 -0.847 1.160
N 0.194 -0.508 2.436
C -0.632 0.484 2.378
O -0.941 1.060 1.231
C -1.257 0.994 3.609
C -0.727 0.678 4.858
C -1.331 1.174 6.004
C -2.471 1.964 5.906
C -3.002 2.269 4.659
C -2.392 1.790 3.510
H 1.095 -2.471 -3.541
H 2.906 -4.180 -3.505
H 3.910 -4.870 -1.338
H 3.214 -3.730 0.740
H 1.740 -2.314 1.945
H 0.161 0.062 4.921
H -0.904 0.952 6.975
H -2.948 2.340 6.803
H -3.886 2.892 4.581
H -2.793 2.026 2.531
C -1.260 4.964 2.430
C -1.802 4.978 1.155
C -1.132 4.303 0.145
N 0.012 3.649 0.331
C 0.518 3.636 1.571
C -0.078 4.273 2.645
H -1.747 5.488 3.243
H -2.719 5.513 0.942
H -1.527 4.304 -0.862
H 1.453 3.097 1.702
H 0.376 4.229 3.628
S -2.110 4.740 -6.190
C -2.024 3.474 -5.150
S -2.321 3.622 -3.438
C -1.822 1.966 -3.189
N -1.520 1.354 -4.266
N -1.641 2.162 -5.368
C -1.375 1.529 -6.642
C -2.156 1.782 -7.759
C -1.870 1.124 -8.948
C -0.822 0.217 -9.019
C -0.061 -0.042 -7.889
C -0.335 0.611 -6.697
S -2.044 1.173 -1.653
H -2.984 2.470 -7.708
H -2.487 1.318 -9.818
H -0.604 -0.292 -9.951
H 0.749 -0.761 -7.932
H 0.248 0.415 -5.806
C -7.144 -3.496 3.537
C -5.881 -3.235 2.753
C -5.769 -2.107 1.936
C -4.619 -1.868 1.195
C -3.572 -2.774 1.279
C -3.639 -3.881 2.114
C -4.797 -4.105 2.846
S -2.122 -2.525 0.282
C -2.790 -3.108 -1.275
O -2.050 -1.007 0.115
H -7.961 -2.869 3.183
H -6.985 -3.279 4.598
H -7.450 -4.540 3.457
H -6.597 -1.409 1.871
H -4.534 -0.993 0.559
H -2.797 -4.565 2.180
H -4.856 -4.972 3.497
H -3.673 -2.514 -1.509
H -3.043 -4.165 -1.165
H -2.019 -2.975 -2.036
C 1.219 1.140 -0.744
Ge 3.070 1.803 -1.205
C 3.725 3.168 0.022
C 4.829 2.950 0.846
C 5.305 3.972 1.661
C 4.687 5.217 1.653
C 3.596 5.446 0.821
C 3.123 4.430 0.003
C 2.843 2.565 -2.979
C 1.627 3.152 -3.348
C 1.518 3.774 -4.590
C 2.585 3.776 -5.478
C 3.791 3.196 -5.113
C 3.924 2.613 -3.863
C 4.244 0.259 -1.063
C 4.545 -0.242 0.208
C 5.517 -1.221 0.365
C 6.180 -1.729 -0.747
C 5.853 -1.269 -2.017
C 4.895 -0.274 -2.175
H 5.336 1.994 0.849
H 6.168 3.797 2.294
H 5.070 6.014 2.280
H 3.120 6.421 0.804
H 2.284 4.620 -0.661
H 0.788 3.145 -2.658
H 0.607 4.278 -4.869
H 2.473 4.245 -6.449
H 4.632 3.215 -5.798
H 4.885 2.201 -3.568
H 4.024 0.144 1.082
H 5.766 -1.581 1.359
H 6.950 -2.481 -0.622
H 6.358 -1.676 -2.888
H 4.664 0.094 -3.171
```

The value obtained for the orbital gap is 5.4 eV. The calculation puts the energy above the lowest of the compared OMol25 structures with the same formula, charge and spin at 178.70 kJ/mol. Its LUMO energy is -4.58 eV. The value obtained for the strongest force on any atom is 0.061 hartree/bohr. As for the charge: +1. As for the highest occupied orbital energy: -9.97 eV.